# 1
ORCA calculation (ωB97M-V with the def2-TZVPD basis set) on a 9-piece molecular cluster, C33H49N5O5 overall at a distorted geometry.

Positions of all 92 atoms, in Å:
C 3.591 0.335 -5.308
C 2.270 -0.074 -4.968
C 2.101 0.174 -3.634
N 3.271 0.691 -3.158
C 4.180 0.818 -4.169
H 4.100 0.145 -6.238
H 1.594 -0.555 -5.656
H 1.302 0.137 -2.912
H 3.400 0.824 -2.168
H 5.155 1.197 -3.911
C 1.774 -2.579 4.358
C 1.423 -2.113 3.058
C 0.606 -3.044 2.507
N 0.417 -4.038 3.423
C 1.109 -3.753 4.565
H 2.315 -1.988 5.079
H 1.752 -1.226 2.542
H 0.114 -3.071 1.551
H -0.114 -4.877 3.277
H 1.198 -4.485 5.349
C -0.817 -0.085 -0.234
C -0.889 1.337 -0.221
C -1.329 1.724 1.015
N -1.512 0.577 1.752
C -1.273 -0.505 0.990
H -0.533 -0.680 -1.086
H -0.713 2.005 -1.054
H -1.557 2.662 1.490
H -1.772 0.551 2.727
H -1.402 -1.497 1.385
C 4.310 0.428 0.030
C 4.019 1.825 0.001
C 2.670 1.934 0.204
N 2.152 0.681 0.393
C 3.144 -0.249 0.268
H 5.212 -0.075 -0.280
H 4.687 2.638 -0.224
H 1.984 2.763 0.139
H 1.178 0.508 0.587
H 2.952 -1.298 0.109
C -4.112 0.676 4.453
C -2.828 1.170 4.835
C -2.056 0.084 5.139
N -2.836 -1.038 4.999
C -4.107 -0.683 4.646
H -4.961 1.235 4.092
H -2.590 2.216 4.720
H -1.053 -0.045 5.509
H -2.480 -1.965 5.152
H -4.891 -1.410 4.521
O 0.035 2.593 -3.435
C -0.151 3.142 -4.476
C 0.486 2.844 -5.814
C -0.157 3.834 -6.804
C -1.274 4.489 -5.975
O -1.023 4.173 -4.606
H 1.574 2.860 -5.753
H 0.295 1.793 -6.042
H 0.601 4.462 -7.262
H -0.586 3.230 -7.606
H -1.203 5.578 -6.025
H -2.261 4.212 -6.341
C 1.329 1.631 4.717
C 2.145 2.849 4.392
C 1.450 4.180 4.486
O 3.325 2.781 4.151
H 0.826 1.708 5.681
H 1.960 0.748 4.710
H 0.579 1.569 3.920
H 1.239 4.368 5.547
H 0.429 4.138 4.086
H 2.022 4.980 4.035
C -3.320 -3.056 -0.613
C -3.758 -2.756 0.803
C -4.429 -1.433 1.020
O -3.741 -3.602 1.673
H -4.268 -3.070 -1.163
H -2.788 -3.996 -0.706
H -2.741 -2.224 -1.019
H -5.510 -1.586 0.915
H -4.146 -0.669 0.299
H -4.289 -1.088 2.043
C -0.135 -2.746 -3.778
C 0.115 -3.461 -2.469
C -0.672 -4.719 -2.165
O 0.993 -3.106 -1.718
H 0.609 -3.042 -4.515
H 0.023 -1.679 -3.608
H -1.177 -2.859 -4.075
H -0.714 -5.435 -2.983
H -1.672 -4.422 -1.836
H -0.177 -5.213 -1.329

Cartesian forces, eV/Å:
0.2379 -0.2492 -0.0915
0.0727 -0.2095 -0.3384
0.4434 0.2721 0.5311
-0.6243 -0.0080 -0.1841
-0.0096 -0.1512 0.8003
-0.0962 0.2688 -0.1175
-0.2027 0.1077 0.0958
-0.2903 -0.3437 -0.3620
0.3709 0.3736 0.0170
0.1185 -0.0716 -0.3797
-0.2490 1.0118 0.0919
0.2722 0.1918 0.0039
-0.5062 -0.3690 -0.2930
-0.1672 -0.2980 0.0160
0.3927 -0.4320 -0.0237
0.2782 -0.3319 0.0585
0.0898 0.1121 0.1997
0.1070 -0.0851 -0.0848
-0.0287 0.0312 -0.0806
-0.1972 0.1376 0.1491
-0.6119 0.3606 -0.3020
-0.1899 0.5351 -0.3961
0.0664 -0.5724 0.5811
-0.4280 0.5777 0.2598
0.6605 -0.7991 -0.1632
0.0427 -0.1797 0.0922
0.1770 -0.1118 0.0190
0.1416 0.2178 -0.2718
-0.1749 -0.0078 0.0464
0.0915 -0.0036 0.0846
0.2599 -0.0974 -0.3761
-0.0729 -0.2721 -0.2048
-0.4601 -0.0160 0.1350
0.0916 0.1327 -0.0127
0.0369 0.0801 -0.4423
0.2014 0.1862 0.2844
0.0800 0.0005 0.0773
0.2037 0.1433 0.2603
0.0438 -0.1272 -0.2006
-0.1763 -0.0439 0.4704
-0.1481 -0.3564 0.4593
-0.6328 0.2679 -0.9440
0.0488 -0.4644 0.2101
0.1472 0.2327 0.4046
0.2215 0.1233 -0.4790
0.0350 0.1415 0.1398
0.4493 -0.0603 0.3883
0.1106 0.2391 -0.1615
-0.2047 -0.0737 0.0332
0.0746 -0.0809 -0.0823
-0.0291 0.0398 0.3798
0.1878 0.0554 -0.3762
0.0309 -0.2564 -0.0641
0.0735 -1.5278 -0.0512
1.1241 1.3261 -0.4863
-0.5615 -0.4392 0.0594
-0.0262 0.3440 0.1893
-0.2487 0.0827 -0.0409
-0.2312 0.4939 0.2411
-0.0629 0.3078 -0.1275
-0.1631 -0.0438 -0.1178
-0.1311 -0.3590 0.5087
-0.1124 -0.0918 -0.4547
0.4336 0.2799 0.5934
-1.0285 -0.1971 0.2576
0.1116 -0.0638 -0.2138
-0.0845 0.1826 -0.0366
0.0040 -0.0372 -0.0900
-0.1211 -0.2909 0.2028
0.4346 0.1536 -0.0138
0.2654 -0.0225 -0.3447
0.0975 0.0667 0.0451
-0.3356 0.5459 0.2813
-0.3444 -0.6454 -0.0361
-0.3896 0.3031 0.1074
0.3527 0.2837 -0.0732
0.1751 -0.1969 -0.2395
-0.3562 0.0662 0.3329
0.0784 -0.0574 0.0044
0.0658 -0.1275 -0.0842
0.1710 0.0073 0.0683
0.1965 0.0597 -0.0527
-0.4453 0.7989 0.8319
0.6354 -0.6671 -0.4750
0.1954 0.0944 0.5444
-0.1399 0.3207 0.2124
-0.2328 -0.2870 -0.1668
0.1180 -0.0565 -0.0210
0.1821 -0.3218 -0.4634
-0.1906 0.2521 -0.2624
0.2763 -0.3449 -0.5437
-0.0714 0.0404 0.0577

Output
HOMO-LUMO gap	8.4	eV
net charge	0
energy	-52702.39563	eV
energy above the lowest of the compared OMol25 structures with the same formula, charge and spin	0.000	eV
SMILES string	c1cc[nH]c1.c1cc[nH]c1.c1cc[nH]c1.c1cc[nH]c1.c1cc[nH]c1.O=C1CCCO1.CC(C)=O.CC(C)=O.CC(C)=O
LUMO	0.58	eV
E_HOMO	-7.8	eV

# 2
ORCA calculation (ωB97M-V with the def2-TZVPD basis set) on C33H50Cl3NO24Zr as an isolated structure at a distorted geometry.

Positions of all 112 atoms, in Å:
Zr -3.880 1.328 -1.229
C -1.560 -0.729 1.950
C -0.314 -0.375 1.159
C 0.777 -1.456 1.290
C 1.907 -1.313 0.245
C 1.287 -1.455 -1.150
C 0.228 -0.384 -1.412
N -0.727 -0.244 -0.296
O -1.792 0.715 -0.625
C -0.487 -1.026 -2.638
C 0.979 0.982 -1.723
C 0.298 0.988 1.731
H -1.405 -1.384 2.808
H -2.316 -1.244 1.358
H -1.918 0.130 2.517
H 0.346 -2.455 1.216
H 1.142 -1.339 2.311
H 2.753 -1.990 0.362
H 2.281 -0.303 0.417
H 0.940 -2.475 -0.983
H 2.044 -1.492 -1.933
H 0.162 -0.957 -3.511
H -1.272 -0.398 -3.058
H -0.940 -2.001 -2.459
H 1.745 0.810 -2.479
H 1.323 1.485 -0.820
H 0.323 1.719 -2.186
H 1.336 0.864 2.038
H -0.247 1.470 2.543
H 0.257 1.770 0.973
C -4.810 0.867 2.912
C -4.730 1.016 1.441
O -4.196 1.974 0.841
O -4.802 0.180 0.548
H -3.747 0.809 3.148
H -5.352 -0.021 3.237
H -5.000 1.794 3.453
C 2.071 3.896 -4.181
Cl 3.338 3.975 -5.402
Cl 0.799 5.195 -4.054
Cl 2.883 3.686 -2.619
H 1.604 2.941 -4.421
C 2.088 -1.241 4.675
C 0.882 -0.611 5.249
O -0.004 -1.682 5.457
C 0.489 -2.798 4.934
O -0.011 -3.968 5.025
O 1.686 -2.555 4.492
H 2.843 -1.135 5.454
H 2.464 -0.851 3.730
H 0.392 -0.033 4.466
H 1.179 0.052 6.062
C -2.202 1.554 -6.731
C -2.864 2.921 -6.443
O -2.817 3.062 -5.058
C -2.473 1.963 -4.520
O -2.738 1.691 -3.303
O -2.071 1.094 -5.476
H -1.363 1.678 -7.416
H -2.903 0.942 -7.298
H -3.811 3.063 -6.963
H -2.281 3.775 -6.789
C -0.705 6.205 -0.978
C 0.127 5.110 -0.261
O -0.620 3.945 -0.481
C -1.792 4.196 -0.990
O -2.760 3.443 -1.158
O -1.869 5.521 -1.292
H -0.043 6.429 -1.814
H -1.092 7.035 -0.388
H 0.484 5.290 0.754
H 1.002 4.962 -0.894
C 4.896 0.806 0.161
C 5.912 0.180 1.130
O 5.458 0.464 2.443
C 4.358 1.335 2.300
O 3.643 1.693 3.250
O 4.188 1.620 1.058
H 4.227 0.124 -0.364
H 5.324 1.440 -0.616
H 6.917 0.576 0.983
H 6.032 -0.903 1.149
C -3.100 -2.721 5.961
C -2.712 -4.179 6.281
O -3.992 -4.824 6.166
C -4.949 -3.942 5.829
O -6.138 -4.202 5.665
O -4.401 -2.763 5.600
H -2.523 -2.382 5.101
H -3.007 -2.122 6.867
H -2.333 -4.455 7.265
H -1.949 -4.548 5.595
C -2.985 -3.507 -0.140
C -2.269 -4.450 0.774
O -2.658 -4.096 2.092
C -3.916 -3.529 1.894
O -4.737 -3.280 2.769
O -4.139 -3.234 0.702
H -3.398 -4.073 -0.974
H -2.467 -2.618 -0.500
H -1.199 -4.456 0.564
H -2.459 -5.510 0.603
C 5.383 -1.412 -5.901
C 5.678 0.036 -5.828
O 5.717 0.313 -4.477
C 5.043 -0.682 -3.863
O 4.749 -0.741 -2.699
O 4.674 -1.680 -4.762
H 6.295 -1.999 -5.788
H 4.884 -1.543 -6.861
H 4.828 0.419 -6.393
H 6.583 0.240 -6.401

Cartesian forces, eV/Å:
4.6635 -0.4267 3.7483
-0.2494 -0.2484 1.0202
0.0329 1.9203 -0.8228
0.1266 -0.2525 -0.5437
-0.3164 1.2907 0.4878
0.9258 -0.2777 2.3361
-0.2500 -0.0198 -0.4635
-1.0719 -1.0280 -0.5285
-0.5505 -0.3549 0.2665
-0.5821 2.1555 -0.6775
-1.1196 -0.7637 -0.5804
-0.2114 -0.1144 -0.7233
0.7214 -0.5435 -0.0958
-0.1000 0.4906 -0.0689
-0.5458 0.2826 -0.7776
-0.2225 -0.1106 0.0120
0.0959 -0.1985 -0.1328
-0.1968 -0.2178 0.2716
0.3651 0.1864 -0.2169
-0.9475 -0.1024 -1.0618
-0.1024 0.2523 -0.0617
0.6191 -0.9062 0.1303
-0.5569 0.2593 0.6057
0.5511 -0.0482 0.0954
0.4675 -0.0478 0.3488
0.4280 -0.4110 -0.0810
-0.5399 -0.0782 0.0098
0.0080 0.1023 0.0474
-0.1635 -0.5494 0.3157
0.1358 -0.1611 -0.2567
0.3483 0.2541 -0.0994
1.8266 0.6881 -1.1145
1.3226 6.9146 0.8101
-2.7183 -6.7924 -2.2253
0.1900 -0.7319 0.0801
0.0793 0.2335 0.0202
-0.8791 -0.0308 -0.3525
0.1150 -0.8088 0.4883
-0.3595 0.8640 -0.3216
1.0643 -0.8125 -0.5624
-0.2867 0.2302 0.0647
-0.4976 0.4436 0.3365
1.4993 0.6494 0.4522
-0.8699 2.0464 -1.9518
-1.4811 -0.2790 1.3728
-1.7537 -5.0865 1.8765
1.7957 5.2459 -0.8553
1.6257 -2.0064 -1.4851
0.6115 -0.6841 -0.3931
-0.0697 0.2317 0.2212
-0.0317 0.6113 0.2148
-0.8764 -0.5230 0.5278
-2.1231 2.3201 -2.9882
1.3075 1.6149 -2.9542
-1.2495 1.6826 0.8299
-1.9513 -2.7943 2.6748
1.1478 0.1854 -3.5658
1.5501 -2.1605 4.5223
0.8201 -0.3083 0.9394
-0.0526 -0.3066 0.2724
-0.5529 -0.2580 1.0192
0.2486 -0.2016 -0.3653
1.1629 -0.1175 1.4287
1.5175 1.2314 -1.0659
-0.8493 -2.1383 0.9084
-1.7888 0.8966 -0.2876
1.4402 0.8847 0.0629
-1.9597 -2.0291 -1.2598
-0.9989 0.7970 -0.3899
0.9373 0.2722 -0.0428
-0.7000 -0.3802 0.1723
0.3242 0.0406 0.4208
0.8084 -0.5886 -0.2617
1.2098 -1.0983 -0.2003
-2.0034 1.8161 -0.0985
-0.3733 -1.0076 4.6384
2.2164 -0.9076 -2.8409
-1.8239 1.6179 -1.3145
-0.0094 -0.1464 0.3790
0.2591 -0.0195 0.2342
-0.0437 0.3005 0.0891
-0.2989 -0.0435 -0.7462
2.7123 -0.3476 0.9771
-0.1915 -0.4398 -0.1479
-0.2003 -0.5440 0.0087
-2.7284 -1.6740 -1.0380
2.8568 0.5841 0.6987
-2.5569 1.0319 -0.4377
0.1860 0.3928 0.3510
0.3607 0.4823 -0.2636
-0.1020 0.7154 0.2381
-0.6925 -0.2351 -0.2830
-1.4998 -1.2310 -0.1899
2.0347 -1.1043 -0.4658
-1.0025 0.5433 -0.6009
-1.0956 0.0781 6.4155
2.2062 -0.8713 -1.0841
-0.0895 1.4985 -5.1347
0.2093 0.2739 -0.2755
-0.0407 0.2114 0.5325
0.3246 0.7035 0.7868
-0.8932 -0.0041 -0.0569
2.0671 -0.9653 -1.6117
0.0006 -0.2892 -2.6391
-0.2428 0.1078 1.1944
-1.2855 -1.2293 1.3060
0.5096 0.4524 -1.1612
-1.0534 1.2701 2.1464
0.1768 -0.2487 -0.7465
-0.2459 -0.9277 0.3547
-0.0993 1.3960 0.6442
0.1347 0.4788 0.5654

Output
HOMO-LUMO gap (alpha / beta)	5.9 / 6.3	eV
net charge	+1
2S+1	2
energy	-124497.95043	eV
LUMO (alpha / beta)	-3.48 / -3.29	eV
E_HOMO (alpha / beta)	-9.4 / -9.6	eV